[1]
ORCA calculation (wB97M-V/def2-TZVPD) on a molecular structure, C39H63Cl3InNO4P3Si3.

The max |F| comes out at 0.85 eV/A. The calculation puts the energy above the lowest of the compared OMol25 structures with the same formula, charge and spin at 0.0 kcal per mole. As for the total energy: -145394.5274 eV. The value obtained for the gap between HOMO and LUMO is 7.2 eV. As for the charge: -1.

Geometry as XYZ:
```
117
C39H63Cl3InNO4P3Si3 (wB97M-V/def2-TZVPD)
In 0.7093 0.8891 0.1276
C -2.1185 -3.4670 -2.8385
C -1.2327 -4.3297 -1.9359
C -2.0021 -5.6111 -1.6130
P -0.5520 -3.2481 -0.5668
C 0.8060 -4.2502 0.2392
C 0.9499 -3.8300 1.7006
C 0.8038 -5.7715 0.1227
C -1.8968 -3.1741 0.6691
C -2.4503 -4.2950 1.2898
C -3.4953 -4.1756 2.1914
C -4.0005 -2.9166 2.4754
C -3.4349 -1.7942 1.8890
C -2.3647 -1.8849 0.9877
Si -1.6018 -0.2588 0.2648
C -2.5561 1.0303 1.3027
C -3.8005 1.5097 0.8908
C -4.5656 2.3594 1.6757
C -4.0868 2.7550 2.9130
C -2.8377 2.3230 3.3325
C -2.0527 1.4744 2.5485
P -0.3088 1.0974 3.0129
C 0.0202 2.1117 4.5397
C 1.5303 2.3251 4.6917
C -0.5775 1.6610 5.8733
C -0.3378 -0.6935 3.5106
C 1.0495 -1.1342 3.9813
C -1.4357 -1.1720 4.4588
C -2.2270 -0.2033 -1.5496
C -3.5418 -0.6314 -1.7691
C -4.1198 -0.6516 -3.0278
C -3.3765 -0.2506 -4.1261
C -2.0665 0.1602 -3.9445
C -1.4735 0.1890 -2.6789
P 0.2801 0.7278 -2.5338
C 1.2924 -0.3259 -3.6758
C 0.9030 -0.4009 -5.1524
C 1.4446 -1.7500 -3.1379
C 0.3826 2.4932 -3.1593
C 1.4681 2.7877 -4.1930
C -0.9525 3.0989 -3.5798
H -2.3963 -4.0188 -3.7415
H -1.6393 -2.5341 -3.1337
H -3.0405 -3.2051 -2.3152
H -0.3250 -4.5953 -2.4937
H -2.9540 -5.3706 -1.1361
H -1.4611 -6.2977 -0.9668
H -2.2305 -6.1394 -2.5440
H 1.6967 -3.8783 -0.2779
H 0.1315 -4.2240 2.3090
H 0.9722 -2.7465 1.7926
H 1.8935 -4.2090 2.1013
H -0.0167 -6.2232 0.6852
H 1.7358 -6.1601 0.5432
H 0.7437 -6.1138 -0.9112
H -2.0520 -5.2769 1.0711
H -3.9114 -5.0570 2.6647
H -4.8257 -2.8021 3.1686
H -3.8347 -0.8236 2.1520
H -4.1844 1.2209 -0.0798
H -5.5246 2.7143 1.3173
H -4.6683 3.4152 3.5453
H -2.4717 2.6799 4.2843
H -0.4049 3.0835 4.2701
H 2.0392 1.4001 4.9665
H 1.7239 3.0564 5.4815
H 1.9802 2.6931 3.7708
H -0.0426 0.7915 6.2579
H -1.6327 1.3988 5.8097
H -0.4680 2.4598 6.6129
H -0.5116 -1.1839 2.5464
H 1.2789 -0.7272 4.9682
H 1.8333 -0.8209 3.2873
H 1.0878 -2.2233 4.0568
H -1.1928 -0.9523 5.4978
H -1.5516 -2.2557 4.3658
H -2.3999 -0.7175 4.2289
H -4.1277 -0.9817 -0.9252
H -5.1422 -0.9892 -3.1507
H -3.8092 -0.2603 -5.1191
H -1.4961 0.4748 -4.8073
H 2.2681 0.1596 -3.5832
H -0.0030 -0.9956 -5.2811
H 1.7012 -0.9088 -5.7010
H 0.7473 0.5708 -5.6163
H 0.6109 -2.3697 -3.4745
H 1.4567 -1.7885 -2.0541
H 2.3711 -2.1908 -3.5117
H 0.6758 2.9986 -2.2383
H 1.1651 2.5053 -5.2020
H 2.4168 2.3056 -3.9605
H 1.6499 3.8654 -4.1982
H -1.2892 2.7132 -4.5443
H -0.8385 4.1817 -3.6790
H -1.7283 2.9088 -2.8395
O 3.8266 -2.1641 -0.2552
N 3.1127 -1.1764 -0.3636
O 3.4287 -0.1983 -1.0573
O 2.0336 -1.1106 0.3183
C -0.6670 4.7631 1.8267
Si -0.7148 4.2525 0.0122
C -2.4456 4.7337 -0.5681
C 0.4900 5.3652 -0.9240
O -0.4181 2.6915 -0.2327
H -0.7138 5.8532 1.9130
H 0.2434 4.4247 2.3246
H -1.5311 4.3500 2.3523
H -2.6680 5.7635 -0.2698
H -3.1905 4.0828 -0.1049
H -2.5633 4.6680 -1.6520
H 0.3620 6.4094 -0.6223
H 0.3237 5.3137 -2.0036
H 1.5285 5.0883 -0.7307
Cl 3.7443 2.8672 -1.3251
Si 2.9525 2.1314 0.4688
Cl 2.8576 3.9060 1.5940
Cl 4.4750 1.1128 1.4603
```

---

[2]
ORCA calculation (wB97M-V/def2-TZVPD) on 6 unconnected molecules or ions with the total composition C39H64F15N4O14 at a distorted geometry.

The max |F| comes out at 1.60 eV/A. As for the total energy: -116863.7465 eV. The value obtained for the gap between HOMO and LUMO is 8.7 eV. As for the charge: +1.

Geometry as XYZ:
```
136
C39H64F15N4O14 (wB97M-V/def2-TZVPD)
C 5.9078 -0.4070 -3.4993
C 5.1307 0.7000 -2.8439
O 4.8420 0.7278 -1.7003
O 4.7581 1.7035 -3.6928
C 3.4718 1.4750 -4.2986
C 2.4497 2.4565 -3.7142
C 1.0913 1.8552 -3.3389
C 0.1206 1.5551 -4.4862
C 0.3869 0.3806 -5.4338
C 0.0593 -1.0515 -4.9792
C 0.1696 -2.0134 -6.1564
C -0.1572 -3.4902 -5.8688
N -0.9191 -4.1034 -6.9544
C 0.8136 -1.5501 -3.7304
C -0.1367 -1.3592 -2.5499
O -0.2498 -2.4425 -1.6774
C 1.0098 -2.7631 -1.0809
C 0.8241 -3.3577 0.3226
C 0.7574 -2.2950 1.4117
O -0.3506 -4.1668 0.3660
C -1.4868 -1.1675 -3.1810
C -2.7795 -1.0898 -2.4683
C -2.8758 -0.0417 -1.3260
C -3.3725 -0.5886 0.0052
N -2.3988 -1.4718 0.6223
N -1.3562 -1.0546 -4.4580
N -2.3721 -0.8280 -5.3952
H 5.2612 -1.2862 -3.5807
H 6.7440 -0.6804 -2.8538
H 6.2659 -0.1266 -4.4865
H 3.1626 0.4444 -4.0845
H 3.5865 1.5603 -5.3819
H 2.8903 2.8434 -2.7929
H 2.3228 3.3073 -4.3913
H 1.2790 0.9768 -2.7138
H 0.5951 2.5802 -2.6846
H 0.0958 2.4553 -5.1098
H -0.8974 1.4643 -4.0810
H -0.2191 0.5444 -6.3323
H 1.4303 0.3694 -5.7679
H -0.5017 -1.6783 -6.9513
H 1.1895 -1.9098 -6.5400
H -0.7030 -3.5776 -4.9191
H 0.7726 -4.0494 -5.7328
H -0.4761 -4.9352 -7.3173
H -1.8537 -4.3665 -6.6752
H 1.0164 -2.6193 -3.8142
H 1.7677 -1.0459 -3.5882
H 0.1048 -0.4429 -1.9886
H 1.5616 -3.4531 -1.7320
H 1.6060 -1.8453 -0.9856
H 1.7084 -3.9831 0.4969
H -0.2710 -1.9671 1.5508
H 1.1462 -2.6792 2.3525
H 1.3825 -1.4367 1.1435
H -0.1020 -5.0937 0.4523
H -3.5493 -0.8451 -3.2047
H -3.0045 -2.1044 -2.1121
H -1.9196 0.4646 -1.1620
H -3.5873 0.7112 -1.6754
H -4.3589 -1.0498 -0.1513
H -3.5131 0.2622 0.6764
H -2.4676 -1.4581 1.6313
H -2.4778 -2.4432 0.3477
H -2.8709 0.0237 -5.1539
H -3.0203 -1.6092 -5.4021
C -1.7634 6.1342 -9.5126
C -1.2325 6.9904 -8.3881
O -1.8180 6.6013 -7.1146
C -1.2744 5.5707 -6.5073
O -0.3492 4.8947 -6.8593
C -1.9846 5.3200 -5.1517
F -3.3129 5.3376 -5.2663
F -1.6122 6.2434 -4.2600
F -1.6144 4.1164 -4.6892
H -2.8513 6.1848 -9.5514
H -1.3674 6.4988 -10.4599
H -1.4608 5.0948 -9.3922
H -1.5205 8.0321 -8.4992
H -0.1491 6.9268 -8.3008
C 1.9938 0.2580 4.0702
C 0.5051 0.1105 4.2798
O 0.1726 -0.0778 5.6750
C 0.0898 1.0289 6.4022
O 0.1816 2.1558 6.0224
C -0.3167 0.6623 7.8583
F 0.4334 -0.3475 8.3309
F -1.6026 0.2652 7.8768
F -0.1826 1.7030 8.6611
H 2.5345 -0.5982 4.4749
H 2.1971 0.3224 3.0009
H 2.3659 1.1696 4.5366
H 0.1197 -0.7801 3.7877
H -0.0299 0.9829 3.9027
C 4.0303 3.5238 0.3878
C 4.7016 4.2359 1.5386
O 3.8299 5.2294 2.1277
C 2.9271 4.8207 2.9972
O 2.7182 3.7135 3.3995
C 2.1219 6.0427 3.5146
F 1.7569 6.8453 2.5062
F 2.8791 6.7496 4.3656
F 1.0280 5.6341 4.1501
H 3.6652 4.2454 -0.3445
H 4.7366 2.8597 -0.1091
H 3.1902 2.9256 0.7409
H 5.5591 4.8154 1.2062
H 5.0253 3.5414 2.3134
C 0.0048 -3.5809 7.3043
C 1.4479 -3.4385 7.7296
O 2.2514 -4.5491 7.2513
C 2.6587 -4.4576 6.0061
O 2.4754 -3.5565 5.2370
C 3.4980 -5.7040 5.6252
F 2.9114 -6.8324 6.0293
F 4.7075 -5.6202 6.1928
F 3.6542 -5.7574 4.2981
H -0.4048 -4.5292 7.6526
H -0.5779 -2.7684 7.7368
H -0.0902 -3.5339 6.2198
H 1.5531 -3.4733 8.8105
H 1.8854 -2.5107 7.3634
C -4.5902 -0.8323 7.4549
C -4.9949 -1.6284 6.2369
O -5.6664 -2.8572 6.6014
C -6.9578 -2.7512 6.8776
O -7.6334 -1.7661 6.8472
C -7.5351 -4.1499 7.2134
F -6.7364 -4.8204 8.0509
F -7.6481 -4.8623 6.0787
F -8.7373 -4.0330 7.7646
H -3.9683 -1.4352 8.1164
H -4.0223 0.0428 7.1421
H -5.4638 -0.4928 8.0096
H -4.1267 -1.9621 5.6717
H -5.6479 -1.0560 5.5789
```

---

[3]
ORCA calculation (wB97M-V/def2-TZVPD) on 13 unconnected molecules or ions with the total composition C39H65Cl24N2O4PS at a distorted geometry.

The max |F| comes out at 4.57 eV/A. The calculation puts the energy above the lowest of the compared OMol25 structures with the same formula, charge and spin at 91.6 kcal per mole. As for the total energy: -373329.5704 eV. The value obtained for the gap between HOMO and LUMO is 7.1 eV.

Geometry as XYZ:
```
136
C39H65Cl24N2O4PS (wB97M-V/def2-TZVPD)
C 1.1236 -1.3082 -3.0601
C 0.3301 -1.1779 -3.9794
C -0.7120 -1.2713 -5.1080
C -0.3550 -1.8856 -6.4609
C 1.0472 -2.4945 -6.8589
O 2.1855 -1.8348 -6.2821
C 2.7671 -2.8093 -5.3600
C -1.4277 -1.9450 -7.4740
C -2.8604 -1.4477 -7.2541
N -3.7530 -1.6261 -8.3217
C -4.9943 -1.1705 -7.9470
C -5.3612 -0.5314 -6.6253
C -6.8589 -0.0436 -6.3589
S -7.2687 -0.2309 -4.5565
C -8.4676 -1.6359 -4.3576
C -8.0381 -2.6549 -3.1948
N -4.4598 -0.3640 -5.6021
C -3.1860 -0.8551 -5.9231
C -2.1028 -0.7404 -4.8394
P -2.3658 0.0263 -3.1589
O -3.7660 0.4730 -2.8783
O -1.3971 1.4259 -3.1181
O -1.8642 -0.9532 -1.8893
H 1.7831 -1.4473 -2.1749
H 0.9953 -3.6067 -6.6756
H 1.1383 -2.3626 -7.9878
H 3.3620 -3.5743 -5.9406
H 1.9582 -3.3260 -4.7440
H 3.4505 -2.3147 -4.6022
H -1.1726 -2.3902 -8.4862
H -5.8273 -1.2853 -8.7102
H -7.5597 -0.7141 -6.9354
H -6.9753 1.0229 -6.7155
H -9.4592 -1.1933 -4.0409
H -8.6312 -2.2101 -5.3233
H -6.9253 -2.8142 -3.2970
H -8.6478 -3.5964 -3.3058
H -8.2625 -2.2134 -2.1684
H -0.7515 1.2934 -3.8539
H -1.2022 -0.4041 -1.4028
Cl -2.8380 1.8243 1.7382
C -3.8466 1.9495 0.2702
C -4.7915 3.1288 0.3295
Cl -6.0651 2.9064 1.5545
H -4.3845 1.0095 0.1478
H -3.1643 2.0623 -0.5743
H -5.2938 3.2497 -0.6318
H -4.2623 4.0554 0.5558
Cl -3.8873 0.5811 6.7359
C -4.2184 0.1831 5.0278
C -5.5591 0.7100 4.5674
Cl -6.9178 -0.1418 5.3439
H -4.1531 -0.8994 4.9153
H -3.4208 0.6356 4.4370
H -5.6653 0.5619 3.4921
H -5.6651 1.7761 4.7754
Cl 1.6807 0.4162 8.6558
C 0.2892 1.3902 8.1166
C -0.2061 0.9710 6.7504
Cl 0.9589 1.3713 5.4611
H 0.5853 2.4395 8.1308
H -0.5012 1.2490 8.8552
H -1.1319 1.4971 6.5149
H -0.4040 -0.1003 6.7069
Cl 5.0804 -2.2301 -11.7341
C 4.5421 -1.3909 -10.2574
C 4.4629 -2.3219 -9.0673
Cl 3.1481 -3.5130 -9.2305
H 3.5788 -0.9247 -10.4659
H 5.2677 -0.6004 -10.0606
H 4.2586 -1.7481 -8.1612
H 5.3963 -2.8667 -8.9219
Cl -5.5359 2.4113 -4.7017
C -4.3586 3.4173 -3.8257
C -4.8536 4.8330 -3.6230
Cl -4.9420 5.7429 -5.1530
H -3.4190 3.3966 -4.3784
H -4.1941 2.9385 -2.8592
H -4.1656 5.3753 -2.9720
H -5.8424 4.8494 -3.1626
Cl 4.6281 -0.9252 2.2818
C 3.2647 -1.1678 3.4068
C 2.4120 -2.3569 3.0231
Cl 1.5081 -2.0786 1.5121
H 2.6811 -0.2473 3.4330
H 3.6959 -1.3251 4.3967
H 1.6736 -2.5483 3.8031
H 3.0134 -3.2568 2.8959
Cl 8.8542 0.9151 2.8635
C 7.2561 1.5588 3.3216
C 7.2865 2.2681 4.6571
Cl 7.5546 1.1414 6.0110
H 6.5466 0.7307 3.3234
H 6.9608 2.2581 2.5374
H 6.3284 2.7575 4.8377
H 8.0680 3.0283 4.6897
Cl 0.1586 1.6312 -0.1035
C 1.3626 2.6122 0.7672
C 0.8827 4.0277 0.9970
Cl 0.7757 4.9591 -0.5191
H 2.2926 2.5898 0.1982
H 1.5388 2.1205 1.7256
H 1.5849 4.5550 1.6433
H -0.0978 4.0452 1.4745
Cl 8.4091 -3.9153 4.7516
C 8.0802 -4.3203 3.0475
C 6.7412 -3.7920 2.5829
Cl 5.3785 -4.6387 3.3626
H 8.1427 -5.4028 2.9403
H 8.8802 -3.8724 2.4560
H 6.6355 -3.9450 1.5078
H 6.6376 -2.7264 2.7860
Cl 5.7204 5.4038 3.7857
C 4.3169 6.1492 2.9803
C 3.1360 6.2975 3.9150
Cl 2.4274 4.7237 4.3593
H 4.0657 5.5432 2.1092
H 4.6379 7.1313 2.6301
H 2.3479 6.8731 3.4267
H 3.4145 6.8141 4.8339
Cl 9.7577 -8.8471 6.3732
C 8.3724 -7.8705 5.8232
C 7.8761 -8.3004 4.4599
Cl 9.0435 -7.9194 3.1682
H 8.6743 -6.8226 5.8273
H 7.5806 -8.0000 6.5626
H 6.9528 -7.7705 4.2187
H 7.6723 -9.3711 4.4262
Cl -5.2548 4.2191 6.4542
C -6.6159 3.9811 7.5807
C -7.4716 2.7919 7.2009
Cl -8.3757 3.0703 5.6917
H -7.1983 4.9025 7.6054
H -6.1836 3.8246 8.5703
H -8.2095 2.6026 7.9820
H -6.8719 1.8899 7.0744
```